Here is a 12-piece molecular cluster, C20H64N8O12 overall in a non-equilibrium geometry from the Open Molecules 2025 dataset. Energies are from ωB97M-V/def2-TZVPD.

Bonds (Å) are listed after each position.
Atoms and positions in Å:
1 C -29.275 -0.442 -7.809  O2 1.419, H3 1.043, H4 1.054, H5 1.106
2 O -29.018 0.941 -7.624  C1 1.419, H6 0.951
3 H -30.266 -0.501 -8.127  C1 1.043
4 H -29.236 -1.001 -6.916  C1 1.054
5 H -28.553 -0.883 -8.522  C1 1.106
6 H -28.067 0.948 -7.646  O2 0.951
7 C -28.306 2.751 -4.928  O8 1.416, H9 1.044, H10 1.103, H11 1.094
8 O -27.866 2.382 -3.634  C7 1.416, H12 0.939
9 H -29.342 2.624 -4.944  C7 1.044
10 H -27.821 2.081 -5.658  C7 1.103
11 H -28.051 3.788 -5.166  C7 1.094
12 H -26.938 2.528 -3.641  O8 0.939
13 C -27.582 3.800 -8.355  O14 1.413, H15 1.052, H16 1.045, H17 1.126
14 O -28.051 4.970 -8.992  C13 1.413, H18 0.966
15 H -28.335 3.071 -8.452  C13 1.052
16 H -27.272 4.003 -7.378  C13 1.045
17 H -26.687 3.276 -8.793  C13 1.126
18 H -27.718 5.271 -9.847  O14 0.966
19 C -32.094 2.226 -6.230  O20 1.418, H21 1.070, H22 1.084, H23 1.051
20 O -32.958 1.531 -7.114  C19 1.418, H24 0.997
21 H -32.046 3.285 -6.370  C19 1.070
22 H -31.139 1.718 -6.299  C19 1.084
23 H -32.556 2.147 -5.289  C19 1.051
24 H -32.359 1.336 -7.887  O20 0.997
25 C -25.464 0.154 -7.492  O26 1.374, N27 1.287, N28 1.314
26 O -24.572 0.166 -6.447  C25 1.374
27 N -25.692 -0.860 -8.249  C25 1.287, H29 1.052, H30 1.048
28 N -26.182 1.188 -7.870  C25 1.314, H31 1.071, H32 0.972
29 H -25.103 -1.723 -8.128  N27 1.052
30 H -26.339 -0.937 -9.070  N27 1.048
31 H -26.065 2.070 -7.274  N28 1.071
32 H -26.641 1.162 -8.727  N28 0.972
33 C -26.731 6.561 -6.422  O34 1.380, N35 1.320, N36 1.278
34 O -25.995 6.597 -7.589  C33 1.380
35 N -27.452 7.579 -5.992  C33 1.320, H37 1.018, H38 1.023
36 N -26.635 5.572 -5.618  C33 1.278, H39 1.055, H40 0.998
37 H -27.356 8.479 -6.457  N35 1.018
38 H -27.378 7.595 -4.971  N35 1.023
39 H -26.010 4.806 -5.985  N36 1.055
40 H -26.802 5.653 -4.637  N36 0.998
41 C -24.925 2.943 -4.746  O42 1.374, N43 1.273, N44 1.286
42 O -25.426 3.161 -6.007  C41 1.374
43 N -25.083 3.588 -3.660  C41 1.273, H45 1.026, H46 1.003
44 N -24.278 1.851 -4.538  C41 1.286, H47 0.999, H48 1.004
45 H -25.469 4.539 -3.675  N43 1.026
46 H -24.659 3.277 -2.806  N43 1.003
47 H -24.357 1.173 -5.267  N44 0.999
48 H -23.704 1.751 -3.720  N44 1.004
49 C -29.911 5.669 -6.328  O50 1.354, N51 1.337, N52 1.292
50 O -30.707 5.178 -5.348  C49 1.354
51 N -29.949 7.004 -6.385  C49 1.337, N52 1.690, H53 1.049, H54 1.126
52 N -30.177 5.833 -7.582  C49 1.292, N51 1.690, H55 1.117, H56 1.055
53 H -28.952 7.296 -6.246  N51 1.049
54 H -30.193 7.227 -5.309  N51 1.126
55 H -29.142 5.807 -8.001  N52 1.117
56 H -30.491 4.940 -8.047  N52 1.055
57 C -26.673 3.361 -0.587  C58 1.508, H61 1.060, H62 1.056, H63 1.100
58 C -25.747 4.450 -0.107  C57 1.508, C59 1.501, O60 1.237, H64 1.123
59 C -24.834 4.023 1.006  C58 1.501, H65 1.069, H66 1.076, H67 1.044
60 O -24.974 4.947 -0.934  C58 1.237, H68 1.003
61 H -27.122 2.796 0.189  C57 1.060
62 H -26.087 2.674 -1.134  C57 1.056
63 H -27.438 3.804 -1.242  C57 1.100
64 H -26.370 5.302 0.276  C58 1.123
65 H -25.326 3.916 1.949  C59 1.069
66 H -24.073 4.763 1.179  C59 1.076
67 H -24.230 3.187 0.842  C59 1.044
68 H -25.622 5.379 -1.567  O60 1.003
69 C -27.340 -0.359 -4.797  C70 1.553, H73 1.051, H74 1.105, H75 1.057
70 C -26.849 -1.773 -5.208  C69 1.553, C71 1.429, O72 1.247, H76 1.035
71 C -27.364 -2.797 -4.354  C70 1.429, H77 1.059, H78 1.093, H79 1.081
72 O -27.184 -2.086 -6.367  C70 1.247, H80 0.964
73 H -28.233 -0.100 -5.287  C69 1.051
74 H -26.570 0.434 -4.805  C69 1.105
75 H -27.685 -0.448 -3.801  C69 1.057
76 H -25.815 -1.799 -5.229  C70 1.035
77 H -26.993 -3.752 -4.621  C71 1.059
78 H -28.445 -2.949 -4.306  C71 1.093
79 H -26.924 -2.635 -3.380  C71 1.081
80 H -26.510 -1.621 -6.875  O72 0.964
81 C -32.602 3.196 -1.878  C82 1.518, H85 1.115, H86 1.076, H87 1.060
82 C -31.348 3.405 -2.707  C81 1.518, C83 1.512, O84 1.204, H88 1.056
83 C -30.382 4.462 -2.223  C82 1.512, H89 1.085, H90 1.071, H91 1.104
84 O -30.660 2.433 -2.892  C82 1.204, H92 0.941
85 H -33.095 4.139 -1.545  C81 1.115
86 H -32.533 2.503 -1.057  C81 1.076
87 H -33.170 2.537 -2.484  C81 1.060
88 H -31.621 3.863 -3.618  C82 1.056
89 H -29.871 4.017 -1.375  C83 1.085
90 H -30.916 5.332 -1.899  C83 1.071
91 H -29.558 4.730 -2.907  C83 1.104
92 H -29.831 2.624 -3.292  O84 0.941
93 C -32.099 -1.369 -6.029  C94 1.496, H97 1.081, H98 1.132, H99 1.030
94 C -31.100 -1.573 -4.933  C93 1.496, C95 1.497, O96 1.271, H100 1.090
95 C -30.695 -0.365 -4.148  C94 1.497, H101 1.116, H102 1.068, H103 1.109
96 O -31.534 -2.268 -3.961  C94 1.271, H104 0.962
97 H -32.116 -2.308 -6.564  C93 1.081
98 H -31.744 -0.556 -6.730  C93 1.132
99 H -33.000 -0.956 -5.747  C93 1.030
100 H -30.226 -2.080 -5.340  C94 1.090
101 H -31.560 0.109 -3.627  C95 1.116
102 H -30.245 0.323 -4.831  C95 1.068
103 H -29.991 -0.654 -3.341  C95 1.109
104 H -31.735 -3.169 -4.234  O96 0.962

## Properties
- 2S+1: 1
- E_LUMO: -0.6 eV
- ΔE to the lowest compared entry with this formula, charge and spin: 18.6573 eV
- HOMO: -0.273 hartree
- Orbital gap: 6.865 eV

***

Here is a 11-piece molecular cluster, C19H10Cl40O5 overall in a non-equilibrium geometry from the Open Molecules 2025 dataset. Energies are from ωB97M-V/def2-TZVPD.

Bonds (Å) are listed after each position.
Atoms and positions in Å:
1 C 1.517 -0.811 1.115  C2 1.553, H15 1.103, H16 1.115, H17 1.109
2 C 0.407 -0.498 0.074  C1 1.553, O3 1.181, O4 1.383
3 O 0.600 -0.812 -1.048  C2 1.181
4 O -0.772 0.180 0.329  C2 1.383, C5 1.441
5 C -1.262 0.088 1.681  O4 1.441, C6 1.587, H18 1.107, H19 1.102
6 C -2.594 0.947 1.740  C5 1.587, C7 1.530, H20 1.120, H21 1.107
7 C -3.871 0.110 1.837  C6 1.530, C8 1.344, C13 1.536
8 C -4.204 -1.070 1.287  C7 1.344, C9 1.516, C10 1.538
9 C -3.382 -1.929 0.347  C8 1.516, H22 1.107, H23 1.107, H24 1.109
10 C -5.617 -1.390 1.802  C8 1.538, O11 1.164, O12 1.379
11 O -6.179 -2.378 1.550  C10 1.164
12 O -6.072 -0.372 2.613  C10 1.379, C13 1.379
13 C -5.074 0.578 2.670  C7 1.536, O12 1.379, O14 1.166
14 O -5.116 1.601 3.230  C13 1.166
15 H 2.315 -1.401 0.635  C1 1.103
16 H 1.993 0.152 1.413  C1 1.115
17 H 1.179 -1.310 2.046  C1 1.109
18 H -1.525 -0.939 2.001  C5 1.107
19 H -0.507 0.522 2.357  C5 1.102
20 H -2.546 1.536 2.692  C6 1.120
21 H -2.635 1.698 0.928  C6 1.107
22 H -2.727 -2.607 0.927  C9 1.107
23 H -4.026 -2.556 -0.300  C9 1.107
24 H -2.752 -1.304 -0.317  C9 1.109
25 C 3.248 -1.638 4.726  Cl26 1.769, Cl27 1.775, Cl28 1.775, Cl29 1.768
26 Cl 3.290 -2.546 6.243  C25 1.769
27 Cl 3.702 -2.710 3.386  C25 1.775
28 Cl 1.610 -1.007 4.465  C25 1.775
29 Cl 4.388 -0.288 4.813  C25 1.768
30 C 6.034 -0.559 0.170  Cl31 1.770, Cl32 1.774, Cl33 1.770, Cl34 1.772
31 Cl 7.704 -0.499 0.753  C30 1.770
32 Cl 4.992 -1.254 1.427  C30 1.774
33 Cl 5.483 1.078 -0.214  C30 1.770
34 Cl 5.952 -1.565 -1.286  C30 1.772
35 C 7.843 2.933 -3.192  Cl36 1.770, Cl37 1.771, Cl38 1.771, Cl39 1.769
36 Cl 8.374 3.006 -4.879  C35 1.770
37 Cl 9.206 3.313 -2.127  C35 1.771
38 Cl 6.544 4.109 -2.933  C35 1.771
39 Cl 7.243 1.310 -2.826  C35 1.769
40 C 3.876 6.745 -1.801  Cl41 1.771, Cl42 1.770, Cl43 1.770, Cl44 1.771
41 Cl 4.403 6.825 -3.490  C40 1.771
42 Cl 5.241 7.123 -0.739  C40 1.770
43 Cl 2.576 7.916 -1.532  C40 1.770
44 Cl 3.285 5.114 -1.446  C40 1.771
45 C -0.047 -4.714 0.182  Cl46 1.773, Cl47 1.771, Cl48 1.770, Cl49 1.772
46 Cl 1.050 -5.322 1.434  C45 1.773
47 Cl -0.199 -2.955 0.330  C45 1.771
48 Cl 0.604 -5.113 -1.415  C45 1.770
49 Cl -1.642 -5.461 0.380  C45 1.772
50 C -3.685 -5.394 -3.000  Cl51 1.770, Cl52 1.773, Cl53 1.771, Cl54 1.771
51 Cl -5.160 -5.097 -2.067  C50 1.770
52 Cl -2.963 -6.931 -2.492  C50 1.773
53 Cl -4.083 -5.473 -4.724  C50 1.771
54 Cl -2.537 -4.075 -2.722  C50 1.771
55 C 9.343 5.494 -7.974  Cl56 1.771, Cl57 1.771, Cl58 1.770, Cl59 1.769
56 Cl 8.389 4.168 -8.658  C55 1.771
57 Cl 10.881 4.861 -7.368  C55 1.771
58 Cl 9.654 6.705 -9.227  C55 1.770
59 Cl 8.447 6.237 -6.642  C55 1.769
60 C -0.978 2.182 5.397  Cl61 1.771, Cl62 1.769, Cl63 1.766, Cl64 1.767
61 Cl -1.307 3.179 3.971  C60 1.771
62 Cl 0.561 2.678 6.115  C60 1.769
63 Cl -2.274 2.367 6.583  C60 1.766
64 Cl -0.885 0.494 4.884  C60 1.767
65 C -6.427 -1.980 -6.396  Cl66 1.771, Cl67 1.772, Cl68 1.771, Cl69 1.773
66 Cl -8.129 -2.405 -6.158  C65 1.771
67 Cl -6.123 -1.701 -8.119  C65 1.772
68 Cl -6.054 -0.508 -5.485  C65 1.771
69 Cl -5.401 -3.306 -5.819  C65 1.773
70 C -8.607 -0.652 5.563  Cl71 1.772, Cl72 1.767, Cl73 1.772, Cl74 1.770
71 Cl -7.942 -1.399 7.026  C70 1.772
72 Cl -8.105 -1.581 4.146  C70 1.767
73 Cl -10.376 -0.632 5.664  C70 1.772
74 Cl -8.004 1.006 5.421  C70 1.770

## Properties
- 2S+1: 1
- E_LUMO: -0.4 eV
- SMILES: CC(=O)OCCC1=C(C)C(=O)OC1=O.ClC(Cl)(Cl)Cl.ClC(Cl)(Cl)Cl.ClC(Cl)(Cl)Cl.ClC(Cl)(Cl)Cl.ClC(Cl)(Cl)Cl.ClC(Cl)(Cl)Cl.ClC(Cl)(Cl)Cl.ClC(Cl)(Cl)Cl.ClC(Cl)(Cl)Cl.ClC(Cl)(Cl)Cl
- HOMO: -0.386 hartree
- Orbital gap: 10.160 eV

***

Here is one molecule with the formula C5H8N2S in a non-equilibrium geometry from the Open Molecules 2025 dataset. Energies are from ωB97M-V/def2-TZVPD.

Bonds (Å) are listed after each position.
Atoms and positions in Å:
1 C -2.283 -0.888 -0.015  C2 1.578, H6 1.158, H7 1.124, H8 1.120
2 C -0.864 -0.235 0.205  C1 1.578, C5 1.514, H9 1.078, S16 1.879
3 C 1.956 -0.524 0.018  N14 1.266, N15 1.461, S16 1.799
4 C 0.543 1.665 -0.390  C5 1.345, H12 1.094, N15 1.444
5 C -0.702 1.156 -0.372  C2 1.514, C4 1.345, H13 1.060
6 H -2.503 -1.435 -1.012  C1 1.158
7 H -3.039 -0.148 0.366  C1 1.124
8 H -2.427 -1.713 0.729  C1 1.120
9 H -0.998 -0.207 1.274  C2 1.078
10 H 3.156 -1.982 0.082  N14 1.090
11 H 2.548 1.338 0.461  N15 1.041
12 H 0.903 2.647 -0.710  C4 1.094
13 H -1.587 1.725 -0.240  C5 1.060
14 N 3.164 -0.899 -0.041  C3 1.266, H10 1.090
15 N 1.677 0.908 0.087  C3 1.461, C4 1.444, H11 1.041
16 S 0.456 -1.407 -0.441  C2 1.879, C3 1.799

## Properties
- 2S+1: 1
- E_LUMO: 0.8 eV
- SMILES: [H]/N=C1/NC=C[C@@H](C)S1
- ΔE to the lowest compared entry with this formula, charge and spin: 2.0832 eV
- HOMO: -0.313 hartree
- Orbital gap: 9.339 eV

***

In order of appearance, total energy = -58252.98700 -530995.17367 -19128.33808 eV.